(1)
Below is a cluster of 10 separate species, C30H70N10O10 in total in a non-equilibrium geometry, with properties calculated with the ωB97M-V functional and the def2-TZVPD basis.

```
120
Properties=species:S:1:pos:R:3
C 0.781 1.828 -4.997
C 2.059 1.993 -4.147
O 3.199 1.718 -4.630
N 1.907 2.258 -2.853
C 3.025 2.299 -1.938
H 0.172 0.935 -4.857
H 1.092 1.911 -6.039
H 0.054 2.618 -4.808
H 0.981 2.254 -2.450
H 3.438 3.305 -1.863
H 3.821 1.656 -2.313
H 2.833 2.047 -0.895
C -1.638 -2.811 -4.548
C -2.723 -3.816 -4.976
O -2.839 -4.831 -4.353
N -3.439 -3.495 -6.044
C -4.615 -4.255 -6.559
H -2.007 -2.212 -3.715
H -1.279 -2.148 -5.335
H -0.795 -3.381 -4.156
H -3.301 -2.535 -6.326
H -5.306 -3.615 -7.108
H -5.110 -4.776 -5.740
H -4.257 -4.915 -7.349
C -2.232 -0.096 3.144
C -2.222 0.136 4.619
O -2.381 1.261 5.111
N -2.057 -0.952 5.359
C -1.928 -0.940 6.846
H -1.450 -0.789 2.836
H -2.088 0.809 2.554
H -3.148 -0.570 2.791
H -2.133 -1.880 4.968
H -0.909 -0.695 7.146
H -2.173 -1.907 7.285
H -2.696 -0.318 7.306
C -0.163 -4.456 1.927
C 0.683 -3.459 1.221
O 0.405 -2.266 1.394
N 1.699 -3.954 0.599
C 2.544 -3.064 -0.277
H -1.222 -4.218 1.828
H -0.032 -4.257 2.991
H 0.108 -5.481 1.674
H 2.021 -4.901 0.742
H 2.238 -3.227 -1.311
H 3.628 -3.104 -0.168
H 2.427 -1.987 -0.159
C -0.528 -0.359 -1.404
C -0.214 0.889 -0.658
O -0.311 1.990 -1.190
N 0.205 0.703 0.591
C 0.518 1.781 1.481
H -1.529 -0.749 -1.224
H 0.129 -1.163 -1.071
H -0.586 -0.152 -2.473
H 0.185 -0.252 0.920
H 1.501 2.200 1.265
H 0.528 1.328 2.472
H -0.138 2.649 1.425
C 5.186 5.037 1.199
C 3.739 4.684 1.231
O 3.246 3.879 2.066
N 2.911 5.384 0.368
C 1.512 5.249 0.378
H 5.690 4.157 1.598
H 5.485 5.891 1.807
H 5.671 5.139 0.228
H 3.356 5.835 -0.419
H 1.192 4.607 -0.444
H 1.112 6.236 0.148
H 1.143 4.953 1.360
C -3.194 1.624 -4.608
C -4.058 0.571 -5.262
O -3.565 -0.415 -5.859
N -5.374 0.765 -5.126
C -6.449 -0.114 -5.600
H -3.690 2.583 -4.454
H -2.404 1.833 -5.329
H -2.809 1.177 -3.692
H -5.584 1.435 -4.400
H -6.411 0.030 -6.680
H -7.484 0.102 -5.337
H -6.193 -1.171 -5.534
C -6.365 0.724 1.999
C -5.494 1.677 1.215
O -5.469 2.854 1.525
N -4.919 1.200 0.160
C -4.082 1.980 -0.706
H -7.390 1.086 2.076
H -5.896 0.547 2.967
H -6.450 -0.224 1.468
H -5.067 0.252 -0.156
H -3.053 1.982 -0.348
H -4.340 3.038 -0.756
H -4.117 1.550 -1.707
C 5.163 -0.920 6.498
C 4.314 -1.335 5.287
O 4.788 -1.884 4.295
N 3.052 -0.965 5.473
C 1.915 -1.197 4.489
H 4.923 -1.441 7.424
H 5.150 0.164 6.609
H 6.193 -1.173 6.245
H 2.741 -0.563 6.346
H 1.527 -0.227 4.176
H 1.153 -1.864 4.890
H 2.295 -1.772 3.644
C 3.750 0.138 1.510
C 4.880 -0.663 0.897
O 5.215 -0.547 -0.257
N 5.435 -1.502 1.755
C 6.511 -2.417 1.325
H 4.046 1.184 1.431
H 3.565 -0.077 2.563
H 2.799 -0.091 1.029
H 5.046 -1.590 2.683
H 6.100 -3.345 0.929
H 7.099 -2.613 2.221
H 7.225 -2.024 0.600
```

## Properties
Spin multiplicity = 2
⟨S²⟩ = 0.7504
LUMO energy (alpha / beta) = 0.0693 / 0.0719 Eh
Maximum force = 4.8 eV/Å
Charge = -1

(2)
Below is a structure of composition C30H70N10O10 in a non-equilibrium geometry, with properties calculated with the ωB97M-V functional and the def2-TZVPD basis.

```
120
Properties=species:S:1:pos:R:3
C -1.412 0.153 0.513
O -2.089 1.233 0.632
N -0.044 0.086 0.134
C 0.532 -1.218 -0.071
C 0.851 1.218 -0.265
H -1.846 -0.859 0.510
H 1.339 -1.517 0.598
H 0.967 -1.295 -1.067
H -0.260 -1.962 0.017
H 0.474 2.115 0.227
H 1.794 1.092 0.266
H 0.983 1.335 -1.341
C -6.199 1.704 -0.247
O -6.009 2.891 -0.095
N -5.217 0.913 -0.765
C -3.810 1.348 -0.993
C -5.454 -0.491 -0.895
H -7.171 1.235 -0.028
H -3.209 1.202 -0.095
H -3.710 2.353 -1.405
H -3.329 0.766 -1.779
H -6.436 -0.821 -0.557
H -5.160 -0.809 -1.894
H -4.876 -1.094 -0.194
C -0.283 -3.760 0.403
O -0.300 -2.645 0.934
N -0.127 -4.932 1.069
C -0.558 -6.158 0.505
C 0.108 -4.895 2.565
H -0.491 -3.858 -0.674
H -0.783 -5.992 -0.549
H -1.482 -6.498 0.973
H 0.109 -7.020 0.511
H 0.557 -3.941 2.845
H -0.799 -5.112 3.129
H 0.800 -5.665 2.906
C 1.611 -0.598 -2.962
O 1.445 0.628 -2.929
N 2.643 -1.167 -2.328
C 2.816 -2.598 -2.084
C 3.690 -0.362 -1.685
H 0.976 -1.338 -3.473
H 3.755 -2.942 -2.518
H 2.056 -3.253 -2.508
H 2.824 -2.763 -1.007
H 3.493 -0.532 -0.626
H 4.659 -0.834 -1.849
H 3.719 0.659 -2.064
C 2.238 -4.773 1.331
O 1.932 -5.805 0.816
N 3.163 -3.936 0.830
C 3.262 -2.585 1.458
C 3.747 -4.129 -0.487
H 2.009 -4.470 2.364
H 2.569 -2.571 2.299
H 2.917 -1.730 0.877
H 4.292 -2.390 1.756
H 4.600 -3.465 -0.623
H 4.085 -5.166 -0.505
H 2.986 -3.935 -1.242
C 2.510 -0.215 2.008
O 1.959 -0.651 2.978
N 3.840 -0.346 1.775
C 4.574 0.209 0.582
C 4.711 -0.853 2.868
H 2.003 0.192 1.119
H 3.913 0.289 -0.281
H 5.345 -0.500 0.279
H 4.958 1.212 0.764
H 4.204 -1.514 3.571
H 5.486 -1.486 2.436
H 5.025 -0.021 3.497
C -3.234 -0.729 1.447
O -3.165 -1.897 1.034
N -4.351 -0.140 1.809
C -4.331 1.201 2.364
C -5.659 -0.705 1.910
H -2.379 -0.036 1.472
H -4.673 1.157 3.398
H -4.722 2.019 1.758
H -3.301 1.537 2.479
H -5.843 -1.138 2.893
H -6.456 0.012 1.710
H -5.684 -1.517 1.184
C -2.777 3.557 -1.953
O -2.715 4.704 -1.487
N -1.723 2.675 -2.026
C -1.990 1.332 -2.573
C -0.389 2.856 -1.383
H -3.677 3.116 -2.407
H -1.277 1.060 -3.351
H -2.931 1.188 -3.104
H -1.820 0.547 -1.836
H 0.409 2.617 -2.085
H -0.178 3.848 -0.984
H -0.326 2.319 -0.436
C -0.001 2.624 1.990
O 1.086 2.874 2.482
N -0.956 3.589 1.755
C -2.220 3.199 1.099
C -0.787 5.051 1.983
H -0.288 1.623 1.631
H -2.132 3.339 0.021
H -3.148 3.618 1.490
H -2.387 2.123 1.043
H -1.407 5.310 2.841
H 0.284 5.139 2.168
H -1.034 5.633 1.095
C 3.157 4.033 -3.593
O 3.898 3.340 -4.312
N 2.492 3.479 -2.584
C 1.618 4.279 -1.771
C 2.597 2.084 -2.307
H 3.019 5.122 -3.677
H 1.293 5.188 -2.277
H 2.178 4.498 -0.862
H 0.698 3.806 -1.430
H 3.415 1.835 -1.631
H 1.586 1.776 -2.040
H 2.756 1.486 -3.204
```

## Properties
Spin multiplicity = 1
LUMO energy = 0.0016 Eh
Maximum force = 16.3 eV/Å

(3)
Below is a cluster of 10 separate species, C30H70N10O10 in total in a non-equilibrium geometry, with properties calculated with the ωB97M-V functional and the def2-TZVPD basis.

```
120
Properties=species:S:1:pos:R:3
C 3.440 -3.267 0.605
C 4.633 -2.314 0.786
O 5.238 -2.080 -0.177
N 4.687 -1.676 2.006
C 5.528 -0.463 2.277
H 3.077 -3.723 1.476
H 3.713 -3.978 0.013
H 2.364 -2.838 0.414
H 3.853 -1.988 2.696
H 6.264 -0.625 1.779
H 5.777 -0.670 3.230
H 4.755 0.475 2.087
C -4.402 -1.522 -3.750
C -3.174 -0.899 -4.201
O -2.933 -0.594 -5.408
N -2.265 -0.722 -3.304
C -1.050 0.142 -3.500
H -4.620 -1.185 -2.887
H -4.369 -2.557 -3.620
H -5.268 -1.334 -4.482
H -2.257 -1.284 -2.383
H -0.446 -0.105 -4.486
H -0.518 0.044 -2.599
H -1.401 1.064 -3.365
C 2.403 0.431 -0.765
C 0.882 0.566 -0.315
O 0.276 -0.431 -0.013
N 0.316 1.792 -0.204
C -1.178 2.051 -0.083
H 2.817 -0.508 -0.973
H 2.953 1.035 -0.254
H 2.527 0.848 -1.883
H 0.893 2.677 -0.460
H -1.666 1.530 0.758
H -1.555 1.917 -1.088
H -1.230 3.174 0.276
C 0.307 -3.579 -1.545
C -1.262 -3.359 -1.515
O -2.005 -4.101 -2.129
N -1.689 -2.357 -0.725
C -3.125 -2.179 -0.401
H 0.702 -2.898 -2.325
H 0.257 -4.751 -1.814
H 0.818 -3.311 -0.673
H -1.108 -1.584 -0.356
H -3.719 -2.226 -1.259
H -3.366 -1.266 0.153
H -3.434 -2.711 0.462
C -1.805 -5.811 0.967
C -1.006 -4.993 1.918
O -0.385 -5.610 2.879
N -0.896 -3.627 1.876
C -0.233 -2.642 2.688
H -2.939 -5.801 1.199
H -1.763 -6.658 1.401
H -1.445 -5.906 -0.147
H -1.465 -3.188 1.273
H -0.780 -1.770 2.893
H 0.561 -2.269 2.186
H -0.309 -3.069 3.746
C 2.038 0.456 2.797
C 1.107 1.533 3.395
O 1.155 1.664 4.673
N 0.294 2.306 2.628
C -0.615 3.369 3.142
H 2.722 0.359 3.536
H 2.472 0.817 2.004
H 1.647 -0.650 2.759
H 0.273 2.248 1.618
H -0.163 4.307 2.954
H -0.834 3.264 4.289
H -1.686 3.324 2.758
C 8.536 -1.315 -0.961
C 7.837 -0.340 -1.865
O 8.415 0.161 -2.847
N 6.537 0.072 -1.610
C 5.808 1.136 -2.225
H 8.530 -0.816 0.099
H 9.431 -1.329 -1.476
H 7.972 -2.200 -0.914
H 6.086 -0.321 -0.789
H 6.359 1.843 -2.669
H 5.077 1.672 -1.467
H 5.173 0.749 -2.893
C 0.938 3.508 -3.286
C 2.071 3.587 -2.227
O 3.222 3.149 -2.454
N 1.749 4.067 -0.932
C 2.680 4.372 0.127
H 0.204 2.703 -3.066
H 1.440 3.272 -4.171
H 0.470 4.404 -3.187
H 0.740 4.633 -0.945
H 3.735 3.984 0.058
H 2.467 3.881 0.984
H 2.592 5.501 0.358
C -5.024 2.277 -3.583
C -4.475 2.090 -2.104
O -4.369 1.011 -1.554
N -4.532 3.195 -1.318
C -4.541 3.351 0.124
H -4.586 3.132 -3.985
H -6.184 2.465 -3.829
H -4.835 1.355 -4.097
H -4.775 4.117 -1.802
H -4.285 4.250 0.277
H -3.792 2.646 0.418
H -5.473 3.097 0.706
C -6.516 -0.131 4.201
C -5.439 0.420 3.468
O -5.557 1.429 2.767
N -4.261 -0.213 3.733
C -2.980 0.156 3.015
H -6.485 -0.157 5.296
H -6.453 -1.266 3.906
H -7.535 0.245 3.977
H -4.341 -1.068 4.327
H -2.890 1.315 3.222
H -2.974 -0.180 2.014
H -2.174 -0.207 3.617
```

## Properties
Spin multiplicity = 1
LUMO energy = -0.0165 Eh
Maximum force = 13.1 eV/Å
Structure (SMILES) = CNC(C)=O.CNC(C)=O.CNC(C)=O.CNC(C)=O.CNC(C)=O.CNC(C)=O.CNC(C)=O.CNC(C)=O.CNC(C)=O.CNC(C)=O

(4)
Below is a cluster of 6 separate species, C30H70N2O6 in total in a non-equilibrium geometry, with properties calculated with the ωB97M-V functional and the def2-TZVPD basis.

```
108
Properties=species:S:1:pos:R:3
C 2.234 -6.521 0.159
C 3.005 -5.282 -0.249
C 2.371 -4.019 0.291
O 4.377 -5.349 0.150
H 2.410 -7.358 -0.520
H 1.166 -6.308 0.104
H 2.509 -6.856 1.164
H 2.979 -5.271 -1.343
H 1.418 -3.766 -0.178
H 2.983 -3.153 -0.003
H 2.351 -3.983 1.381
H 4.469 -6.060 0.788
C 2.511 -3.233 -3.670
C 1.035 -2.934 -3.745
C 0.456 -2.887 -5.147
O 0.349 -3.900 -2.938
H 2.758 -4.238 -4.025
H 2.735 -3.217 -2.603
H 3.111 -2.530 -4.246
H 0.883 -1.961 -3.256
H 0.789 -3.778 -5.696
H 0.848 -2.062 -5.751
H -0.630 -2.820 -5.181
H -0.388 -3.470 -2.498
C 7.126 3.578 0.119
C 5.941 4.405 0.554
C 5.550 4.291 2.014
O 6.293 5.797 0.311
H 7.969 3.673 0.806
H 7.414 3.879 -0.886
H 6.856 2.519 0.101
H 5.129 4.160 -0.139
H 6.280 4.831 2.615
H 5.505 3.265 2.381
H 4.565 4.745 2.148
H 5.517 6.324 0.521
C 1.167 1.592 -1.607
C 2.317 0.604 -1.654
C 3.503 1.115 -0.830
O 1.922 -0.672 -1.154
H 0.589 1.489 -0.685
H 0.509 1.468 -2.469
H 1.488 2.636 -1.674
H 2.655 0.473 -2.683
H 4.285 0.361 -0.786
H 3.167 1.370 0.181
H 3.879 2.049 -1.257
H 1.369 -0.472 -0.390
C -0.434 1.169 4.652
C -0.445 1.027 3.129
C 0.923 0.599 2.587
C 1.231 -0.864 2.865
C 0.145 -1.691 2.211
C -1.274 -1.371 2.677
N -1.447 0.080 2.655
O -2.778 0.422 2.997
C -2.240 -2.042 1.722
C -1.474 -1.976 4.079
C -0.710 2.417 2.525
H -1.355 1.679 4.950
H 0.348 1.864 4.979
H -0.329 0.233 5.188
H 1.056 0.790 1.521
H 1.638 1.234 3.123
H 1.308 -1.067 3.936
H 2.206 -1.129 2.446
H 0.299 -2.764 2.367
H 0.219 -1.579 1.120
H -2.172 -1.537 0.753
H -1.986 -3.098 1.612
H -3.289 -2.010 2.019
H -0.667 -1.743 4.774
H -2.389 -1.603 4.543
H -1.533 -3.064 3.989
H -0.048 3.133 3.013
H -1.744 2.745 2.633
H -0.484 2.394 1.458
H -3.025 1.067 2.320
C -2.329 0.647 -1.596
C -3.173 1.898 -1.796
C -4.009 1.779 -3.062
C -5.123 0.735 -2.951
C -6.004 1.141 -1.765
C -5.232 1.309 -0.459
N -4.113 2.229 -0.712
O -3.364 2.432 0.500
C -6.182 2.011 0.525
C -4.867 -0.046 0.157
C -2.198 3.050 -1.950
H -1.616 0.500 -2.412
H -2.873 -0.282 -1.468
H -1.679 0.733 -0.718
H -4.476 2.743 -3.290
H -3.337 1.588 -3.905
H -4.735 -0.279 -2.845
H -5.709 0.768 -3.871
H -6.789 0.400 -1.592
H -6.495 2.072 -2.057
H -7.072 1.399 0.684
H -5.739 2.083 1.526
H -6.430 3.032 0.236
H -4.503 -0.737 -0.598
H -4.249 0.033 1.044
H -5.789 -0.528 0.507
H -1.678 2.991 -2.913
H -1.434 3.031 -1.174
H -2.662 4.040 -1.973
H -3.410 3.391 0.564
```

## Properties
Spin multiplicity = 1
LUMO energy = 0.0159 Eh
Maximum force = 1.7 eV/Å
Structure (SMILES) = CC1(C)CCCC(C)(C)N1O.CC1(C)CCCC(C)(C)N1O.CC(C)O.CC(C)O.CC(C)O.CC(C)O

Record-wise ΔE to the lowest compared entry with this formula, charge and spin values, in kcal/mol: 0.0 1063.1 366.5 0.0